1.
The following is a quantum chemistry calculation of a 4-piece molecular cluster, C3H15NO4 overall, from OMol25.

Positions of all 23 atoms, in Å:
C 1.250 0.658 -1.098
C 0.611 0.844 0.309
C 1.650 1.015 1.395
O -0.034 -0.387 0.661
N 0.086 0.679 -1.990
H 2.001 1.444 -1.190
H 1.621 -0.357 -1.090
H -0.128 1.644 0.207
H 1.504 1.704 2.225
H 1.996 0.082 1.795
H 2.580 1.374 0.924
H -0.688 -0.617 -0.016
H 0.240 0.767 -2.988
H -0.621 1.367 -1.759
H -4.965 2.668 3.403
H -5.658 1.998 2.261
O -5.852 2.462 3.084
H 4.203 -3.489 0.670
H 5.464 -3.078 -0.153
O 4.599 -3.499 -0.207
H -1.178 -2.063 -2.295
H -1.705 -0.644 -2.108
O -1.995 -1.560 -2.205

Its SMILES is C[C@H](O)CN.O.O.O. As for the HOMO energy: -10.01 eV. For the LUMO energy, the calculation gives 0.5 eV. The orbital gap is 10.5344 eV. The value obtained for the relative energy (zero: lowest compared OMol25 entry of this formula, charge and spin) is 1.319 eV. The total energy is -478.98032 Eh.

2.
The following is a quantum chemistry calculation of a 5-piece molecular cluster, C3H15NO4 overall, from OMol25.

Positions of all 23 atoms, in Å:
C -1.282 2.202 1.176
C -0.568 0.925 1.546
C 0.719 0.904 2.093
N -1.211 -0.231 1.542
H -0.676 2.931 1.719
H -2.329 2.222 1.448
H -1.194 2.469 0.122
H 1.189 0.003 2.463
H 1.298 1.806 2.184
H -2.064 -0.355 0.991
H -0.710 -1.048 1.847
H 0.610 -3.806 -1.919
H 1.240 -3.141 -0.618
O 0.431 -3.431 -1.068
H -1.265 -2.442 -1.054
H -1.228 -0.918 -1.395
O -1.658 -1.575 -0.824
H 1.030 0.241 -2.356
H -0.069 0.592 -3.364
O 0.281 -0.126 -2.812
H 1.931 0.938 -0.020
H 3.238 0.848 -0.795
O 2.288 0.992 -0.906

As for the multiplicity: 2. As for the HOMO energy (alpha / beta): -14.21 / -14.20 eV. For the LUMO energy (alpha / beta), the calculation gives -3.5 / -7.1 eV. As for the total charge: +1. The orbital gap (alpha / beta) is 10.6794 / 7.1067 eV. The value obtained for the relative energy (zero: lowest compared OMol25 entry of this formula, charge and spin) is 0.111 eV. The total energy is -478.72549 Eh. Its expectation value of S² is 0.767.

3.
The following is a quantum chemistry calculation of a 6-piece molecular cluster, C3H15NO4 overall, from OMol25.

Positions of all 23 atoms, in Å:
N 0.999 0.385 -1.683
C 2.277 -0.981 1.196
C 0.206 -0.668 2.529
C 1.125 -0.274 1.596
H 1.886 0.671 -2.081
H 0.874 -0.650 -1.796
H 2.617 -1.783 1.835
H 3.030 -0.452 0.514
H -0.617 -0.003 2.831
H 0.330 -1.632 3.045
H 0.954 0.692 1.034
H -1.879 0.227 -0.984
H -1.173 -0.985 -0.387
O -2.008 -0.536 -0.379
H 0.002 -3.112 -0.028
H 0.971 -1.865 0.180
O 0.304 -2.319 -0.446
H -1.102 3.219 0.545
H -1.044 2.185 -0.701
O -0.590 2.442 0.207
H -2.387 2.026 -2.205
H 0.178 0.937 -2.007
O -1.615 1.583 -1.875

As for the multiplicity: 2. As for the HOMO energy (alpha / beta): -13.23 / -13.14 eV. For the LUMO energy (alpha / beta), the calculation gives -7.8 / -7.8 eV. As for the total charge: +1. The orbital gap (alpha / beta) is 5.4366 / 5.3399 eV. The value obtained for the relative energy (zero: lowest compared OMol25 entry of this formula, charge and spin) is 5.798 eV. The total energy is -478.51652 Eh. Its expectation value of S² is 0.756.